[1]
5
Properties=species:S:1:pos:R:3:forces:R:3 method="wB97M-V/def2-TZVPD" orbital_gap_ev="10.433 / 6.533" multiplicity=1 homo_ha="-0.405 / -0.402" lumo_energy_ev="-0.58 / -4.41" e_above_lowest_ev=5.813
C 3.541 0.642 0.070 1.29 1.27 -0.17
N 2.742 -0.175 0.188 -1.36 -1.25 0.12
N 0.057 -0.429 0.277 -0.74 -3.58 -2.38
H 0.056 0.541 0.320 -0.01 2.58 -0.19
H -0.224 -0.705 -0.767 0.82 0.97 2.62



[2]
60
Properties=species:S:1:pos:R:3:forces:R:3 method="wB97M-V/def2-TZVPD" orbital_gap_ev=5.315 total_charge=-2 multiplicity=1 homo_ha=-0.037 lumo_energy_ev=4.30 e_above_lowest_ev=3.208
Ca 0.540 1.443 -1.755 -4.46 -5.31 2.20
F 4.643 1.792 -3.913 -0.19 -0.13 0.11
C 4.739 2.310 -2.680 0.35 0.12 -0.49
F 5.023 3.611 -2.831 -0.36 -0.06 0.28
F 5.819 1.746 -2.108 -0.59 -0.02 0.31
S 3.119 2.011 -1.741 5.33 0.34 0.25
O 3.156 0.611 -1.509 -0.71 -0.48 -0.22
O 3.157 2.898 -0.624 -0.13 0.16 0.37
N 2.103 2.454 -2.837 0.80 0.55 -1.28
S 1.379 3.793 -2.427 0.37 4.31 -2.34
O 2.208 4.951 -2.443 0.14 0.12 0.07
O 0.490 3.614 -1.334 -0.86 0.42 0.92
C 0.318 4.002 -3.968 -0.30 0.19 -1.20
F 0.041 2.864 -4.594 0.17 -0.03 0.46
F -0.822 4.649 -3.733 0.40 -0.20 0.55
F 1.012 4.757 -4.843 0.18 -0.03 0.24
O -1.807 -0.639 -4.461 0.12 0.03 -0.57
C -2.486 -1.586 -3.706 -0.06 -0.33 0.36
C -2.513 -1.376 -2.173 -0.18 -0.07 -0.11
C -3.553 -2.422 -1.671 -0.02 0.11 -0.60
O -3.444 -2.837 -0.340 -0.02 -0.02 0.59
C -3.044 0.002 -1.777 0.37 0.48 -0.16
Se -2.117 1.646 -2.441 -0.58 0.18 0.11
C -1.181 -1.700 -1.485 0.50 0.19 -0.14
Se 0.559 -1.319 -2.397 -0.08 -0.26 -0.10
H -0.896 -0.616 -4.120 0.05 0.08 0.10
H -2.056 -2.591 -3.879 -0.19 0.00 0.01
H -3.520 -1.568 -4.075 -0.02 -0.18 0.06
H -3.435 -3.338 -2.260 -0.01 0.01 -0.09
H -4.563 -2.025 -1.865 0.06 -0.04 -0.08
H -3.331 -2.063 0.236 0.10 -0.01 0.05
H -3.029 0.093 -0.688 -0.12 -0.04 -0.05
H -4.074 0.110 -2.129 0.06 -0.03 0.04
H -1.134 -2.768 -1.267 0.00 0.14 0.10
H -1.113 -1.138 -0.548 -0.20 -0.32 -0.08
S -2.708 -0.733 2.107 -0.23 -0.03 0.05
P -0.833 -0.125 2.115 0.49 -0.03 0.27
S -0.230 1.413 0.993 -0.01 -0.05 0.07
C -0.432 0.351 3.857 -0.17 0.15 -0.29
C -0.698 -0.537 4.892 0.05 -0.06 -0.06
C -0.430 -0.180 6.200 -0.04 -0.16 0.10
C 0.099 1.070 6.484 0.06 0.09 0.11
C 0.354 1.962 5.456 0.05 0.05 0.24
C 0.085 1.604 4.147 0.06 -0.06 -0.10
C 0.326 -1.545 1.925 -0.37 0.32 -0.12
C -0.137 -2.826 1.668 -0.14 0.11 0.08
C 0.759 -3.877 1.583 0.06 -0.11 0.02
C 2.114 -3.644 1.744 0.07 -0.14 -0.02
C 2.577 -2.359 1.984 0.15 -0.02 0.06
C 1.686 -1.307 2.071 -0.03 -0.01 0.03
H -1.118 -1.505 4.654 -0.07 -0.08 0.02
H -0.635 -0.877 7.005 0.00 -0.01 0.00
H 0.314 1.345 7.508 0.00 0.03 0.08
H 0.769 2.936 5.683 0.00 0.05 -0.04
H 0.278 2.279 3.324 0.02 0.06 0.00
H -1.198 -2.993 1.541 -0.06 0.03 -0.02
H 0.391 -4.879 1.402 0.02 -0.04 -0.08
H 2.815 -4.465 1.674 0.04 -0.04 -0.01
H 3.636 -2.180 2.108 0.08 0.02 -0.04
H 2.030 -0.298 2.258 0.05 0.03 -0.05



[3]
21
Properties=species:S:1:pos:R:3:forces:R:3 method="wB97M-V/def2-TZVPD" orbital_gap_ev=10.253 multiplicity=1 homo_ha=-0.346 lumo_energy_ev=0.83 e_above_lowest_ev=3.801
C -0.601 1.548 -0.369 -0.04 -0.07 -0.09
C 0.827 -2.136 1.920 0.06 0.09 -0.13
C -0.150 1.806 -1.811 -0.04 -0.04 0.13
C -2.080 1.152 -0.296 0.14 0.02 -0.01
N 1.357 -1.156 0.969 0.09 -0.11 -0.29
N 0.249 0.546 0.275 -0.02 -0.04 -0.02
C 0.335 -0.703 -0.121 0.16 -0.03 0.12
O 2.543 -1.650 0.362 -0.48 0.12 0.14
O -0.064 -1.463 -0.979 0.14 0.13 0.22
H 2.218 -2.169 -0.397 -0.01 0.06 0.06
H 1.209 0.095 1.136 -0.06 -0.10 -0.11
H -0.458 2.464 0.209 -0.01 -0.03 -0.02
H 0.515 -3.037 1.388 0.02 0.04 0.01
H 1.601 -2.377 2.647 -0.03 0.01 -0.03
H -0.032 -1.689 2.420 0.03 -0.01 -0.02
H -0.273 0.905 -2.415 0.00 0.01 0.02
H -0.744 2.606 -2.259 0.02 -0.04 0.03
H 0.900 2.100 -1.839 -0.04 -0.01 0.01
H -2.708 1.939 -0.719 0.04 -0.03 0.01
H -2.256 0.232 -0.858 0.02 0.02 0.01
H -2.385 0.988 0.739 0.02 0.01 -0.03